This record from the OMol25 dataset describes a single C15H18N4O3 molecule in a non-equilibrium geometry. The level of theory is wB97M-V/def2-TZVPD.

```
40
Properties=species:S:1:pos:R:3:forces:R:3:lowdin_charge:R:1
N -0.54931 -1.79652 3.25207 2.615 -3.334 0.751 0.033
C -1.61015 -1.31752 2.45889 -0.213 -1.283 -1.069 -0.343
C -2.13451 0.04620 2.84815 0.566 0.551 -0.761 -0.080
C -1.04053 0.98774 3.23257 0.691 -0.476 -0.011 -0.270
C -1.11964 2.08121 4.06123 1.042 -0.951 0.293 -0.027
N 0.23050 2.41924 4.22605 -2.102 -2.986 -1.194 0.043
C 1.02283 1.58536 3.53570 -0.475 -0.454 -2.299 -0.146
N 0.29468 0.70785 2.83287 -0.758 2.051 2.276 0.092
C -1.22439 -1.32934 0.97065 -0.385 0.662 0.316 -0.460
O -2.03995 -1.58743 0.10479 -0.832 -0.452 -0.242 0.055
N 0.00586 -0.91758 0.66881 -0.788 -0.862 0.614 0.106
C 0.33288 -0.80679 -0.68502 3.625 -0.726 -0.642 -0.229
C 0.07534 0.54332 -1.26082 1.227 3.168 -1.124 -0.082
C 0.04189 0.62561 -2.83650 1.594 0.240 1.913 -0.193
C -1.01502 0.05841 -3.46455 -1.058 -0.888 -2.469 -0.045
C -1.02380 -0.16744 -4.89413 2.126 1.824 1.559 -0.057
C 0.04205 0.42124 -5.55845 1.664 0.473 -1.477 -0.103
C 1.16302 1.14066 -4.94183 -3.217 -2.422 -1.136 -0.074
C 1.15414 1.13468 -3.57034 -0.026 0.445 -0.501 -0.060
C 1.94062 -1.06858 -0.71025 -0.457 2.806 -0.090 -0.430
O 2.60652 -0.50741 0.11777 0.217 -0.644 0.988 0.097
O 2.48317 -1.49757 -1.83528 -2.173 -1.399 -1.753 0.137
H -0.65016 -1.59847 4.20428 -0.213 0.937 1.619 0.053
H -0.36910 -2.86589 3.31199 -0.862 2.366 -0.977 0.139
H -2.38557 -2.04555 2.51778 -1.355 -0.194 -0.313 0.128
H -2.55423 0.43136 1.91256 -0.727 0.030 0.394 0.130
H -2.85285 -0.01960 3.65942 -0.305 0.048 -0.147 0.122
H -1.90061 2.51335 4.74326 0.927 -0.536 -1.190 0.136
H 0.38434 3.23407 4.63391 1.874 4.108 2.257 0.081
H 2.09125 1.71163 3.31409 -0.595 0.101 0.651 0.135
H 0.55513 -0.54395 1.42216 0.584 0.293 0.217 0.092
H -0.13877 -1.52096 -1.29499 -0.801 -1.179 -0.412 0.130
H 0.84912 1.27095 -0.84460 -0.576 -0.900 -0.694 0.142
H -0.81702 0.99809 -0.83969 -0.580 -0.506 -0.106 0.121
H -1.89279 -0.24407 -2.92749 -0.104 -0.334 0.544 0.112
H -1.74577 -0.74733 -5.41983 -0.593 -0.158 -0.077 0.087
H 0.21210 0.34037 -6.67185 -0.815 -0.182 1.193 0.103
H 1.88952 1.43807 -5.70303 0.207 0.356 1.066 0.099
H 2.02260 1.59966 -3.15707 0.231 0.056 1.129 0.100
H 3.40439 -1.71191 -1.92946 0.816 0.351 0.904 0.121
```
Positions in Å, forces in eV/Å.

E_LUMO = 0.0260 hartree
SMILES = N[C@@H](Cc1c[nH]cn1)C(=O)N[C@@H](Cc1ccccc1)C(=O)O
Strongest force on any atom = 5.05 eV/Å
E_HOMO = -8.6 eV
Energy above the lowest of the compared OMol25 structures with the same formula, charge and spin = 61.7 kcal/mol